{"formula": "C25H19Co2N2O6", "method": "ωB97M-V/def2-TZVPD", "symbols": ["C", "C", "C", "C", "C", "N", "C", "C", "C", "N", "C", "C", "H", "H", "H", "H", "H", "H", "H", "H", "H", "H", "H", "H", "O", "C", "Co", "C", "O", "C", "O", "C", "C", "C", "C", "C", "C", "C", "C", "C", "Co", "C", "O", "C", "O", "C", "O", "H", "H", "H", "H", "H", "H", "H"], "xyz": [[0.3818, 3.2349, 0.8414], [0.2280, 3.0319, -0.5363], [0.5380, 1.7927, -1.1065], [0.9823, 0.7481, -0.2798], [1.2722, -0.6157, -0.8176], [1.9075, -1.4610, -0.0700], [2.1435, -2.8063, -0.5876], [2.2411, -2.8960, -2.1002], [1.1023, -2.1520, -2.7721], [0.8664, -0.8888, -2.0887], [1.1614, 0.9537, 1.0937], [0.8457, 2.1930, 1.6572], [0.1473, 4.2058, 1.2767], [-0.1279, 3.8402, -1.1759], [0.4468, 1.6625, -2.1868], [3.0681, -3.1615, -0.1164], [1.3251, -3.4681, -0.2536], [3.1957, -2.4711, -2.4248], [2.2211, -3.9415, -2.4128], [1.3368, -1.9425, -3.8198], [0.1808, -2.7492, -2.7416], [0.2626, -0.2222, -2.5490], [1.5394, 0.1352, 1.7071], [0.9611, 2.3448, 2.7278], [3.4886, 3.0789, 3.3064], [4.4475, 3.0224, 2.6558], [5.8695, 2.8049, 1.6861], [5.3210, 3.7225, 0.2832], [4.8722, 4.3313, -0.5927], [7.1113, 3.7064, 2.5231], [7.9251, 4.2931, 3.1041], [6.1583, 0.7717, 2.0692], [6.0177, 0.3819, 3.4666], [6.8360, 0.9542, 4.4635], [6.4893, 0.8145, 5.8073], [5.3581, 0.0720, 6.1669], [4.6705, -0.6619, 5.1936], [5.0310, -0.5561, 3.8482], [5.6627, 0.1531, 0.8972], [4.5441, -0.3168, 0.3301], [7.3767, 0.5823, 0.7655], [8.8882, 1.1820, 1.5204], [9.8988, 1.5701, 1.9236], [7.3885, 1.6688, -0.6606], [7.5319, 2.2809, -1.6310], [7.9156, -0.9547, 0.0894], [8.2863, -1.9481, -0.3711], [7.7089, 1.5377, 4.1542], [7.0998, 1.3007, 6.5681], [5.0376, 0.0334, 7.2105], [3.8452, -1.3159, 5.4756], [4.5273, -1.1394, 3.0713], [4.6044, -0.7971, -0.6466], [3.5672, -0.2332, 0.8123]], "atomic_forces_ev_per_a": [[0.025, -0.368, -0.183], [0.145, -0.156, 0.166], [-0.021, 0.079, 0.630], [0.021, -0.008, -0.109], [0.933, -1.177, 0.787], [-1.087, 0.402, -0.555], [-0.258, 0.258, 0.312], [0.376, 0.044, -0.224], [-0.323, 0.192, 0.329], [-0.408, 0.435, -0.814], [-0.296, 0.503, 0.004], [-0.057, -0.028, -0.455], [0.047, -0.230, -0.098], [0.132, -0.155, 0.190], [0.030, 0.086, 0.343], [-0.171, -0.058, -0.143], [0.173, 0.152, 0.089], [-0.059, 0.018, 0.016], [0.078, -0.002, -0.052], [-0.029, -0.075, 0.059], [0.118, -0.078, -0.061], [0.236, -0.244, 0.182], [-0.176, 0.227, -0.232], [0.070, 0.010, -0.247], [1.091, 0.477, -0.531], [-1.238, -1.472, 0.452], [0.980, -0.742, -0.851], [-0.988, 0.406, -1.392], [0.561, -0.414, 0.848], [1.943, 0.688, 1.207], [-0.906, -0.375, -0.539], [-2.512, 0.493, 0.816], [0.112, -0.775, 0.443], [-0.500, -0.195, 0.094], [0.025, -0.039, -0.354], [0.032, -0.217, -0.010], [0.272, 0.075, -0.072], [0.112, 0.616, 0.222], [-3.195, -0.611, 1.504], [0.879, 0.094, 0.236], [3.618, 1.737, -2.099], [1.777, 0.328, 0.780], [-1.510, -0.472, -0.455], [0.213, 1.022, -1.543], [-0.276, -0.775, 1.153], [0.525, -1.184, -0.279], [-0.585, 1.191, 0.524], [-0.408, -0.077, 0.177], [-0.193, -0.088, -0.104], [0.136, -0.050, -0.289], [0.173, 0.144, 0.008], [0.038, 0.367, 0.259], [-0.241, 0.166, 0.024], [0.566, -0.143, -0.164]], "multiplicity": 1, "gap_ev": 6.5, "largest_force_ev_per_a": 4.53, "homo_energy_ev": -4.0, "total_charge": -1}